(1)
A molecular structure, C23H21N6O2PtS3 in a non-equilibrium geometry. Source: the Open Molecules 2025 dataset; level of theory: the ωB97M-V functional and the def2-TZVPD basis.

```
56
Properties=species:S:1:pos:R:3:forces:R:3:nbo_charge:R:1
C -2.8306 3.4875 0.1224 0.092 0.088 -0.002 -0.272
O 0.0921 -2.8227 -0.6417 0.023 -0.368 0.000 -0.981
H -2.6851 -4.0805 4.4363 0.003 -0.004 0.000 0.226
C 0.3763 -4.7297 3.1323 0.012 0.006 -0.029 -0.212
H -6.2028 -1.1972 -0.0691 0.017 -0.026 -0.014 0.227
H -6.2453 1.2619 -0.0074 0.007 0.003 -0.021 0.223
C -0.2694 -1.0294 -2.9706 -0.132 -0.040 -0.128 -0.077
H 1.5428 4.2693 -2.9397 0.008 -0.012 0.007 0.227
C -4.0604 -1.3546 0.0532 -0.007 0.037 0.023 -0.247
H 3.9303 0.0904 3.4629 0.020 -0.019 -0.004 0.409
S 2.5165 0.2280 0.1992 -0.560 0.171 -0.858 -0.060
N -1.6741 1.3968 0.1765 -0.749 0.344 0.164 -0.542
C -4.0920 1.4390 0.0850 -0.038 -0.051 -0.078 -0.097
C -2.8560 -0.6994 0.1537 0.130 -0.287 0.232 0.137
C -4.0354 2.8510 0.0750 -0.055 -0.049 0.013 -0.101
N 0.2754 -0.1271 2.1267 -0.384 -0.192 -1.567 -0.589
C -1.0064 -3.5924 1.5464 -0.121 0.064 0.106 -0.272
N 1.5600 -0.0947 2.6613 0.036 0.024 0.193 -0.433
S -1.2228 -2.8449 -0.0440 -0.049 -0.182 -0.027 2.310
C -5.3085 0.7206 0.0205 -0.002 0.075 0.013 -0.214
C 0.4400 1.0899 -2.9383 0.013 0.063 0.079 0.172
H -2.7576 4.5660 0.1130 -0.008 -0.003 0.013 0.233
S -0.2751 -0.6908 -4.6393 0.018 0.006 0.023 0.506
C 2.6225 0.0822 1.8665 0.215 -0.083 -0.078 0.294
C 1.1814 3.3200 -3.3114 -0.005 -0.008 -0.056 -0.195
C -2.8684 0.7387 0.1418 0.160 0.005 -0.025 0.191
H 1.6751 -0.1915 3.6585 -0.146 -0.057 0.033 0.401
H -2.9949 -3.0834 2.1891 0.001 -0.011 0.014 0.233
C -1.6610 2.7081 0.1699 -0.137 -0.048 0.003 0.066
N -1.5965 -1.3094 0.3532 -0.262 0.420 -1.070 -1.032
C 0.5709 1.9458 -5.2077 0.016 -0.041 -0.003 -0.185
Pt 0.1526 -0.1071 -0.1348 2.204 0.185 1.842 0.885
H -4.0729 -2.4331 0.0082 -0.054 -0.005 0.041 0.247
N 0.1016 -0.0475 -2.2024 0.018 -0.173 0.887 -0.461
H -0.5552 -1.9974 -2.5875 0.052 0.019 0.024 0.278
C 0.2101 -4.1751 1.8677 -0.036 0.023 0.025 -0.224
C 0.9051 2.3015 -2.4274 0.031 -0.030 0.049 -0.228
H -0.6868 3.1847 0.2052 0.009 0.011 -0.041 0.194
H 4.6369 0.2374 1.8926 0.014 0.002 0.027 0.433
O -2.2532 -3.5276 -0.7792 -0.176 0.151 0.168 -0.937
H -0.5292 -5.1331 5.0302 -0.001 0.007 -0.001 0.226
C -1.8764 -4.1017 3.7179 -0.013 0.002 0.001 -0.196
C 0.2848 0.9160 -4.3116 -0.026 -0.007 -0.027 -0.254
H 1.0652 2.4072 -1.3633 -0.051 0.052 0.011 0.230
H -0.1952 -1.0128 2.3136 -0.025 -0.010 0.109 0.430
C 1.0110 3.1449 -4.6929 0.006 0.010 0.018 -0.193
N 3.8187 0.1118 2.4638 -0.029 0.052 -0.041 -0.760
C -0.6610 -4.6922 4.0508 -0.012 -0.020 0.030 -0.195
H 1.3157 -5.1989 3.3934 -0.002 -0.002 -0.003 0.226
H 1.2384 3.9601 -5.3661 0.003 0.002 0.008 0.232
H -4.9591 3.4147 0.0247 -0.004 -0.012 0.003 0.227
H -0.2810 0.6534 2.4614 -0.076 0.020 -0.048 0.410
H 1.0024 -4.1891 1.1321 0.003 -0.014 0.003 0.251
C -2.0544 -3.5476 2.4621 0.056 -0.037 -0.040 -0.227
H 0.4607 1.8021 -6.2739 -0.027 0.009 0.007 0.235
C -5.2769 -0.6405 -0.0079 0.021 -0.063 -0.009 -0.171
```
Positions in Å, forces in eV/Å.

As for the spin multiplicity: 1. Its energy relative to the best compared isomer or geometry (same formula, charge and spin) is 17.1 kcal per mole. The total charge is +1. The calculation puts the total energy at -2681.772871 a.u. Its gap between HOMO and LUMO (alpha / beta) is 0.2640 / 0.2640 Eh. Its highest occupied orbital energy (alpha / beta) is -10.119 / -10.123 eV.

=====

(2)
30 unconnected molecules or ions with the total composition H60O30 in a non-equilibrium geometry. Source: the Open Molecules 2025 dataset; level of theory: the ωB97M-V functional and the def2-TZVPD basis.

```
90
Properties=species:S:1:pos:R:3:forces:R:3:lowdin_charge:R:1
H -2.3427 1.8130 4.4622 0.956 -0.202 -1.761 0.122
H -0.0555 2.7558 1.2145 -0.489 -0.222 -0.141 0.028
H 0.4543 2.5696 -1.8569 -0.186 0.151 0.279 0.046
H 1.3163 4.6524 0.6967 -0.750 -0.007 -0.183 0.005
H 2.6415 2.6755 -2.9841 1.277 0.379 0.078 0.017
H -3.7284 3.8002 1.4421 -0.336 0.123 -0.204 0.061
H 0.5408 -2.1805 -0.6436 -0.350 0.070 0.149 0.023
H 1.8502 -0.6158 -4.9058 0.420 -0.041 -0.302 0.054
H -1.0577 -1.2982 -5.4527 2.580 0.953 -1.296 0.003
H 3.6912 -0.1974 1.1214 -0.009 0.132 1.313 -0.004
H 1.9586 -3.7520 -0.6093 -0.528 0.289 0.144 -0.030
O -1.8616 1.7238 3.5801 -0.389 -1.038 2.951 -0.047
O 1.9356 -0.8073 2.7533 0.896 -0.939 -0.326 -0.029
O 0.2860 -2.9827 2.5888 0.535 -0.653 -2.502 -0.051
H -2.3691 -4.2543 1.1362 -0.215 -1.445 1.182 0.036
H 5.1868 1.4325 1.0847 0.342 -0.210 0.129 -0.026
O -0.7229 0.6389 1.0810 -0.292 -0.054 1.021 -0.053
H -1.9198 1.6621 -4.2379 -0.200 -0.482 0.319 0.009
O -2.2825 -3.4754 0.6399 0.428 0.855 -1.969 -0.015
H -2.3756 -1.2507 3.0086 2.556 0.831 2.077 -0.049
H 2.1600 -0.6324 -0.4409 0.651 0.189 0.437 0.028
H -0.0174 2.1723 -4.8242 0.034 0.149 0.011 0.034
H 4.3853 0.0520 -0.1764 -0.076 -0.373 -0.016 0.007
O -2.9306 4.0060 1.9302 0.212 0.587 0.353 -0.038
H -3.7680 -0.9238 2.5729 0.519 -0.988 -0.440 0.039
O -0.7904 2.6914 -5.1015 0.210 0.394 0.056 -0.050
H -0.4228 -2.9579 3.1980 -1.310 -0.066 0.991 -0.023
O 2.0380 4.8442 1.2889 0.910 0.366 0.474 -0.043
H -2.3116 0.1437 -4.3333 -0.339 0.967 0.693 0.039
H 2.0693 5.7891 1.4763 -0.187 -0.213 -0.221 0.059
O 3.1420 2.7355 2.7715 -1.251 -0.061 0.397 -0.063
O -5.4202 -0.0157 2.2430 -1.845 -1.406 0.837 -0.064
H -2.0103 -1.6144 -3.1927 0.706 0.172 2.414 0.053
O -2.3795 0.9421 -3.7445 0.382 -0.480 -0.906 -0.090
H -2.3230 -2.4352 5.1947 1.532 0.661 -1.141 0.106
H -0.6030 3.6134 -4.8634 0.061 -0.504 -0.113 0.065
O 0.9927 -0.1907 -4.8827 -0.359 -0.081 0.026 -0.029
H 4.1764 2.3132 -0.5775 -0.469 0.770 -0.282 0.050
H 2.3100 -5.0876 -0.0076 0.104 0.251 -0.266 0.036
H -0.0691 -3.2427 1.6798 0.831 0.595 1.516 0.055
H -0.2294 -3.9169 -4.3047 0.779 0.734 -1.283 -0.008
O -3.1387 3.6236 -1.6322 -1.544 -0.621 -1.443 -0.038
H -2.2611 -2.1960 -5.6683 -0.133 -0.160 -0.031 0.087
O 5.1034 1.1625 2.0089 -0.848 1.036 0.395 -0.111
O 2.5521 -4.4866 -0.7267 0.642 -0.875 0.064 -0.066
H 0.9639 1.4147 4.7807 0.253 -0.005 0.117 0.073
O -0.7698 -4.4356 -3.7449 -0.187 -0.276 1.743 -0.050
H 5.6566 2.1806 -1.0769 -0.697 -0.058 0.054 0.090
O -1.5568 -2.1229 4.6196 -0.790 0.570 1.967 -0.077
H -3.7108 -0.5377 -2.0228 -1.960 -0.736 -1.120 0.020
H -0.7205 -3.0285 -0.2314 -1.215 0.004 -0.252 -0.018
O 0.8835 1.5904 3.8406 -1.433 0.260 -0.161 -0.061
H 0.7551 -0.0652 -0.0630 -0.278 0.149 0.915 0.005
H 0.7317 -0.3555 -3.9730 -0.263 0.158 0.380 0.032
O 4.8884 1.7042 -0.7214 1.265 -0.417 -0.199 -0.043
H -0.4221 -4.1405 -2.8734 -0.603 -0.463 -0.366 0.043
H 1.1851 1.2596 -1.8911 0.434 -1.937 1.198 -0.011
O -0.3894 3.4927 0.6870 -0.192 0.678 -0.474 -0.066
H -1.1262 0.4638 1.9494 0.550 -0.144 -0.269 0.022
O 3.8592 -0.6176 0.2892 -0.351 -0.481 -1.465 -0.054
O -1.8142 -1.6203 -5.0466 -2.285 -0.616 1.266 -0.004
H 2.8317 3.5698 2.4025 0.184 0.283 -0.297 0.006
O 0.2227 -3.0447 -0.3290 1.366 0.066 -0.131 -0.068
H -2.3115 2.3161 3.0124 -0.810 1.371 -1.163 -0.006
H 1.3150 -0.1424 2.9462 -0.805 1.939 0.466 -0.051
H -2.5311 4.3182 -1.8158 1.002 0.913 0.074 0.040
H -1.1696 -1.3385 5.0852 -0.413 -1.193 -0.415 0.080
H -2.8108 1.9901 -1.0772 0.310 0.030 -0.269 -0.005
O 3.6110 2.9322 -3.0106 -1.190 -0.937 0.533 -0.078
H 4.3721 1.7892 2.3108 1.109 -0.932 -0.101 -0.002
O -4.6656 -0.5030 -2.3834 2.184 0.001 1.091 -0.089
O 1.2861 -0.3790 -0.7903 -0.265 -0.150 -1.276 -0.055
H -2.9700 4.9576 2.1612 -0.037 -0.847 -0.210 0.093
H 2.2909 2.2985 3.0157 0.879 0.096 0.038 0.023
H 3.6881 3.6801 -3.5812 -0.043 0.712 -0.609 0.010
H 1.3311 -1.5543 2.6740 0.227 -0.934 -0.286 -0.016
H -0.0799 1.7982 3.6985 1.003 -0.204 0.192 0.029
H -2.3307 0.7171 -1.8586 -0.207 1.089 0.715 0.014
H -1.5097 0.7496 0.5265 -0.015 0.098 -0.799 0.004
H -2.2996 -2.7199 1.2186 -0.575 0.495 0.768 -0.006
O -3.0389 -1.5962 2.4916 -3.335 0.216 -1.793 -0.040
H -5.2859 0.2220 1.3347 0.089 0.098 -0.878 0.028
O -1.9079 -1.6690 -2.1733 -0.332 0.307 -1.266 -0.077
H -1.3474 3.6192 0.8490 0.850 -0.397 0.243 0.011
H -4.9783 0.1721 -1.7835 -0.627 0.364 0.019 0.001
H -1.4764 -0.8916 -1.7660 -0.019 -0.669 -0.959 0.025
H -6.2190 -0.6417 2.2295 1.817 1.356 -0.006 0.111
O 1.0340 2.0325 -2.3979 -0.369 1.592 -1.370 -0.026
H -3.5167 3.4476 -2.5370 0.336 -0.042 1.303 0.099
O -2.4683 1.0949 -0.9447 -0.019 -0.937 -0.431 -0.087
```
Positions in Å, forces in eV/Å.

As for the spin multiplicity: 1. Its energy relative to the best compared isomer or geometry (same formula, charge and spin) is 83.2 kcal per mole. The calculation puts the total energy at -2293.218837 a.u. Its gap between HOMO and LUMO is 0.2969 Eh. Its highest occupied orbital energy is -9.012 eV.